No. 1
Formula: C28H82N2O22
Source: the OMol25 dataset
Level of theory: wB97M-V/def2-TZVPD

Geometry (Å):
C1 -0.080584 -0.165752 -1.909952
C2 -0.681365 -0.246453 -0.513923
C3 0.312774 0.184394 0.541707
O1 -0.268351 0.097126 1.819108
C4 0.532127 0.625599 2.848269
N1 -1.918517 0.563643 -0.475690
H1 0.871604 -0.673440 -2.036851
H2 0.026971 0.880952 -2.199558
H3 -0.808174 -0.608984 -2.584158
H4 -0.956855 -1.271043 -0.232752
H5 0.581903 1.240103 0.361125
H6 1.210922 -0.443977 0.517527
H7 1.486175 0.089562 2.878214
H8 0.005903 0.680539 3.792058
H9 0.863105 1.637485 2.555325
H10 -1.609526 1.519851 -0.684425
H11 -2.097386 0.698083 0.527217
C5 3.466488 4.759996 2.795956
C6 3.349971 3.925603 1.535152
C7 2.221578 4.371225 0.621642
O2 2.599487 5.511813 -0.121670
C8 1.496397 6.275641 -0.565833
N2 4.625077 3.822542 0.791763
H12 2.563645 4.770721 3.412307
H13 3.578709 5.818207 2.537580
H14 4.308282 4.428058 3.401371
H15 3.120353 2.875974 1.757891
H16 1.337826 4.581750 1.238234
H17 1.957896 3.573924 -0.082830
H18 1.917249 7.203852 -0.948047
H19 0.832884 6.505240 0.272576
H20 0.945556 5.776157 -1.367212
H21 5.372435 3.477357 1.377088
H22 4.868275 4.733361 0.416280
C9 3.250809 -3.388099 3.395878
C10 2.879955 -2.162791 4.200027
O3 3.637678 -1.972659 5.376228
O4 4.511084 -3.160731 2.779150
H23 2.474583 -3.460920 2.627212
H24 3.300460 -4.269968 4.038888
H25 1.822291 -2.149014 4.458394
H26 2.973058 -1.305826 3.521128
H27 4.556891 -1.793907 5.151313
H28 4.774312 -3.895747 2.222605
C11 2.481715 -3.264850 -0.105645
C12 2.417954 -3.188611 -1.617669
O5 1.928800 -4.372469 -2.226374
O6 1.142531 -3.172214 0.443408
H29 2.954896 -2.374030 0.309337
H30 2.906543 -4.217578 0.221614
H31 3.367894 -2.840849 -2.027618
H32 1.701684 -2.380115 -1.817225
H33 1.020133 -4.467735 -1.879634
H34 0.762913 -4.056303 0.495177
C13 -4.153748 -1.062361 -2.991901
C14 -5.090934 -2.113891 -3.537096
O7 -5.776874 -2.681567 -2.411216
O8 -3.094073 -1.650799 -2.237634
H35 -4.788830 -0.361755 -2.436044
H36 -3.759621 -0.422646 -3.792377
H37 -4.523120 -2.920297 -4.012467
H38 -5.790704 -1.656431 -4.239165
H39 -6.356449 -3.373191 -2.749411
H40 -2.814875 -0.904864 -1.677368
C15 2.650801 1.769296 6.071252
C16 1.744832 2.804064 5.435782
O9 2.092364 4.079447 5.918025
O10 2.318131 0.474011 5.625561
H41 2.598320 1.829633 7.167233
H42 3.706881 1.996224 5.878978
H43 0.686859 2.569526 5.597238
H44 1.883497 2.649774 4.353225
H45 1.404543 4.681858 5.619322
H46 2.998220 -0.171494 5.880717
C17 4.912437 0.132356 -0.989052
C18 3.605809 0.917386 -0.911037
O11 3.770339 2.252349 -1.354039
O12 5.821267 0.540816 0.028196
H47 5.434871 0.269558 -1.930585
H48 4.689461 -0.932434 -0.835889
H49 3.300007 0.935612 0.145708
H50 2.786289 0.471280 -1.475557
H51 4.149895 2.753876 -0.579305
H52 5.527588 0.227170 0.887516
C19 -2.653466 -1.833371 3.632263
C20 -2.246702 -2.388344 2.268051
O13 -3.171225 -3.296519 1.708641
O14 -3.004899 -2.850068 4.546894
H53 -3.549898 -1.219227 3.462440
H54 -1.863129 -1.214686 4.046375
H55 -1.258834 -2.849922 2.327363
H56 -2.080670 -1.511167 1.638316
H57 -3.777707 -2.808070 1.143160
H58 -3.774593 -3.334699 4.242313
C21 -2.577104 2.324775 -3.869929
C22 -2.441757 3.598007 -3.061797
O15 -1.428211 3.521140 -2.077232
O16 -1.398491 2.090671 -4.585892
H59 -3.460142 2.411848 -4.517579
H60 -2.806161 1.496779 -3.187055
H61 -3.398100 3.813495 -2.582048
H62 -2.328593 4.445347 -3.748212
H63 -0.573204 3.407350 -2.509538
H64 -1.235834 1.150547 -4.783805
C23 -3.107409 -4.744410 -2.153396
C24 -2.057039 -4.490775 -1.109324
O17 -0.749765 -4.962944 -1.499780
O18 -3.603699 -6.096383 -2.090416
H65 -2.710978 -4.503294 -3.143407
H66 -3.979332 -4.121444 -1.985564
H67 -2.311471 -5.048388 -0.203444
H68 -1.974358 -3.440311 -0.849686
H69 -0.730255 -5.924314 -1.516265
H70 -3.074218 -6.628510 -2.692461
C25 -0.465485 -2.830128 -4.457450
C26 -1.018227 -1.960800 -5.565029
O19 -0.717891 -0.580611 -5.348099
O20 0.945489 -2.714641 -4.486139
H71 -0.845446 -3.854627 -4.516705
H72 -0.829586 -2.443899 -3.502214
H73 -2.104710 -2.082719 -5.576451
H74 -0.666549 -2.265909 -6.554866
H75 0.223714 -0.503014 -5.551581
H76 1.351075 -3.332844 -3.856763
C27 -5.002127 2.314220 0.088052
C28 -4.344192 3.680584 0.328043
O21 -2.965199 3.550820 0.589060
O22 -4.721105 1.791528 -1.192695
H77 -6.087843 2.385597 0.175015
H78 -4.647583 1.681780 0.912557
H79 -4.838464 4.080574 1.219558
H80 -4.569353 4.375371 -0.484730
H81 -2.418973 3.732436 -0.190330
H82 -3.782506 1.555972 -1.168518

Atomic forces in eV per Å
C -0.65 0.00 0.12
C 0.24 -0.41 0.28
C 0.24 0.52 0.24
O -0.90 -0.22 0.33
C 1.05 0.69 -1.28
N 0.59 0.66 0.82
H -0.04 0.02 0.13
H 0.15 0.06 -0.02
H 0.14 0.03 -0.28
H 0.04 -0.04 -0.39
H 0.26 -0.06 -0.09
H 0.07 0.04 -0.19
H -0.20 -0.34 0.58
H -0.05 -0.36 0.04
H -0.35 0.16 0.20
H -0.18 -0.08 -0.53
H -0.44 -0.38 -0.18
C -0.36 0.57 0.02
C 0.44 -0.65 -0.15
C -0.10 -0.07 -0.41
O 0.02 0.15 0.42
C 0.47 0.11 0.04
N -0.70 0.33 -0.28
H 0.04 -0.47 -0.03
H 0.42 -0.10 -0.13
H -0.02 0.10 0.10
H -0.20 0.11 0.45
H 0.01 0.06 0.02
H 0.03 -0.09 0.05
H -0.13 0.04 -0.08
H -0.15 -0.01 -0.06
H -0.09 -0.09 0.05
H 0.04 0.08 0.05
H 0.15 -0.05 0.04
C -0.26 0.14 -0.02
C 0.08 0.37 -0.80
O 0.11 0.10 0.43
O 0.35 0.53 0.15
H -0.07 -0.39 0.09
H -0.21 -0.08 -0.06
H 0.04 -0.39 0.32
H 0.26 0.06 0.08
H -0.01 -0.19 -0.22
H -0.15 -0.18 0.06
C -1.20 -0.04 0.11
C -0.46 0.90 0.42
O 0.15 0.20 0.15
O 0.20 -0.21 -0.03
H 0.56 -0.28 -0.07
H 0.48 0.26 0.05
H 0.11 -0.61 -0.22
H 0.18 0.00 -0.06
H 0.00 -0.17 -0.24
H -0.10 0.06 -0.14
C -0.50 0.26 -0.53
C 0.43 -0.35 0.65
O -0.19 0.11 -0.33
O -0.62 0.81 0.00
H 0.26 -0.23 0.57
H 0.15 -0.41 -0.30
H 0.03 0.16 -0.33
H 0.02 -0.01 -0.07
H 0.01 0.03 0.14
H 0.30 -0.22 0.26
C 0.57 -0.01 1.22
C 0.05 -1.15 -0.60
O -0.12 0.06 -0.21
O -0.20 0.12 -0.30
H -0.37 0.04 -0.01
H -0.09 0.20 -0.45
H 0.06 -0.05 0.39
H 0.11 0.61 -0.04
H 0.12 0.15 0.12
H -0.25 0.10 -0.07
C -0.49 -0.44 0.78
C 0.48 0.71 -0.01
O -0.02 -0.11 0.50
O 0.35 0.34 -0.11
H -0.14 0.09 -0.14
H 0.01 -0.07 -0.28
H -0.09 -0.25 0.06
H 0.15 -0.21 -0.18
H 0.03 -0.03 -0.66
H -0.17 -0.12 -0.07
C -1.31 -0.64 -0.83
C 0.85 0.90 0.22
O -0.22 -0.05 0.14
O 0.64 -0.04 0.72
H 0.19 0.31 0.07
H 0.09 -0.09 0.13
H -0.13 -0.40 0.08
H -0.17 -0.08 -0.19
H -0.03 -0.03 0.01
H 0.00 0.07 -0.37
C -0.51 -0.43 0.43
C -0.61 0.13 -0.77
O 0.01 0.15 0.33
O 0.64 0.17 -0.21
H 0.10 0.13 -0.14
H 0.18 0.02 0.06
H 0.10 -0.31 0.36
H 0.57 -0.02 0.03
H -0.11 -0.05 -0.13
H -0.41 0.18 0.15
C -0.39 -0.19 0.05
C 0.18 -0.76 0.58
O 0.37 0.26 -0.27
O 0.50 0.12 -0.35
H 0.00 -0.06 -0.03
H 0.06 0.24 0.17
H -0.31 0.28 0.02
H 0.17 0.06 -0.24
H -0.25 -0.02 0.07
H -0.11 -0.09 0.06
C 0.13 0.46 0.41
C -0.54 -0.28 0.13
O 0.25 -0.27 -0.26
O 0.21 -0.26 -0.24
H 0.25 -0.13 -0.36
H -0.24 0.04 0.02
H 0.00 0.26 0.07
H 0.19 -0.08 0.11
H -0.06 0.17 0.21
H -0.17 -0.04 -0.07
C 0.09 0.75 0.18
C -0.93 -0.39 0.15
O 0.47 0.00 -0.04
O 0.34 -0.11 0.16
H 0.02 0.12 -0.05
H -0.01 -0.28 -0.22
H 0.28 0.14 0.11
H 0.15 -0.07 -0.14
H -0.28 0.01 -0.04
H 0.00 -0.27 -0.17

- HOMO energy: -0.3477 Ha
- Max |F|: 1.8 eV/A
- Energy above the lowest of the compared OMol25 structures with the same formula, charge and spin: 0.00 kJ/mol
- Structure (SMILES): COC[C@H](C)N.COC[C@H](C)N.OCCO.OCCO.OCCO.OCCO.OCCO.OCCO.OCCO.OCCO.OCCO.OCCO
- Multiplicity: 1

No. 2
Formula: C12H18F6O9V
Source: the OMol25 dataset
Level of theory: wB97M-V/def2-TZVPD

Geometry (Å):
O1 -0.602076 0.136814 -2.394337
V1 -0.269522 0.718256 -0.972604
O2 -0.133666 -0.559229 -0.023683
C1 -3.666358 0.909792 0.019196
O3 -4.126087 1.923827 0.896654
O4 -2.520376 1.541544 -0.554044
C2 -3.779723 -0.580577 0.365960
F1 -5.044336 -0.834400 0.404155
F2 -3.220718 -1.472661 -0.566354
F3 -3.243615 -0.714408 1.618640
C3 -5.561320 1.938849 1.166593
C4 -5.958021 3.078958 2.136381
H1 -5.776389 4.031615 1.638828
H2 -7.036083 3.056805 2.295722
H3 -5.440951 2.941966 3.086104
H4 -5.904300 1.061029 1.714234
H5 -6.222680 2.027450 0.304712
H6 -4.356493 0.843314 -0.821880
C5 2.792939 1.531454 -0.462386
O5 3.533117 2.679744 -0.271020
O6 1.445879 2.040819 -0.597568
C6 3.341872 0.332644 -1.415317
F4 4.379575 -0.422576 -0.980967
F5 2.248745 -0.417884 -1.420788
F6 3.551219 0.728697 -2.571560
C7 4.957527 2.570821 -0.319792
C8 5.799597 3.883538 0.118113
H7 5.647893 4.091406 1.177309
H8 6.829598 3.645859 -0.147778
H9 5.439581 4.778842 -0.388778
H10 5.390087 2.115217 -1.210525
H11 5.252533 1.815101 0.408200
H12 2.917275 1.047631 0.506409
C9 -0.957808 -3.630973 -0.141882
C10 0.527063 -3.544870 -0.607692
C11 1.563616 -3.259866 0.399594
O7 2.383724 -4.366749 0.348978
C12 2.082397 -5.252519 -0.595302
O8 2.735809 -6.257105 -0.979353
O9 0.976503 -4.877512 -1.120444
H13 -1.400619 -2.654599 0.054899
H14 -1.004684 -4.204783 0.783665
H15 -1.560390 -4.221518 -0.831982
H16 0.664824 -2.855582 -1.440764
H17 1.244415 -2.955115 1.396259
H18 2.080427 -2.389066 -0.003805

Atomic forces in eV per Å
O 0.68 0.35 -0.04
V -1.31 0.67 1.72
O 0.07 0.94 -0.43
C 1.70 2.79 -4.29
O -2.17 -1.02 1.24
O 1.54 -2.64 0.87
C 3.26 1.47 0.81
F -2.05 -1.35 0.42
F -0.64 1.63 1.88
F -0.14 -1.46 -0.67
C 0.02 0.22 1.36
C 0.55 -0.26 -1.09
H 0.41 0.20 0.44
H -0.06 -0.30 0.10
H 0.04 0.41 -0.08
H 0.38 -0.55 -0.27
H 0.56 -0.08 -0.67
H -0.73 0.55 -0.47
C -1.33 0.09 2.30
O 2.19 1.85 -1.67
O 0.54 -3.31 -1.41
C -2.36 1.93 4.21
F -0.33 0.48 0.15
F -0.61 -2.09 -0.31
F 1.58 1.19 -5.04
C 0.87 0.29 1.60
C -2.08 -1.41 -0.81
H 0.28 -0.31 0.04
H 0.01 0.29 0.25
H 0.18 -0.12 -0.36
H -0.48 0.57 -0.79
H 0.02 -0.19 0.55
H -0.59 -0.80 0.49
C 1.01 -0.60 0.08
C -2.38 -0.98 -1.16
C 0.21 2.16 -0.14
O 3.14 -1.50 1.90
C 2.33 -2.68 -1.09
O -1.77 3.32 1.92
O -3.00 0.89 -1.52
H 0.30 -0.10 -0.31
H 0.19 0.01 0.25
H 0.07 0.37 -0.35
H -0.47 -0.18 -0.09
H -0.16 -0.71 0.12
H 0.53 -0.01 0.41

- HOMO energy: -0.2206 Ha
- Max |F|: 5.4 eV/A
- Net charge: -1
- Energy above the lowest of the compared OMol25 structures with the same formula, charge and spin: 341.79 kJ/mol
- Multiplicity: 1

No. 3
Formula: C4H4I2
Source: the OMol25 dataset
Level of theory: wB97M-V/def2-TZVPD

Geometry (Å):
C1 0.304030 -0.000717 -1.264417
C2 -0.468530 -0.503047 1.166428
C3 -1.995873 -0.532609 1.289466
C4 0.412987 -0.724381 -0.152008
I1 -3.123409 -1.188996 -0.230198
I2 2.023701 -2.052726 -0.000643
H1 0.758963 -0.229886 -2.118794
H2 -0.480070 0.741390 -1.290279
H3 -0.197722 0.219068 2.065148
H4 -0.433260 -1.525736 1.705395

Atomic forces in eV per Å
C -2.66 0.16 3.79
C -0.77 -0.99 0.97
C 1.97 0.54 0.65
C -0.53 1.45 1.29
I -0.26 -0.31 -0.96
I -0.18 -0.19 0.13
H 2.18 -0.69 -3.21
H -0.10 0.20 -0.09
H 0.29 -1.18 -2.31
H 0.07 1.01 -0.27

- HOMO energy: -0.3083 Ha
- Max |F|: 4.6 eV/A
- Energy above the lowest of the compared OMol25 structures with the same formula, charge and spin: 327.13 kJ/mol
- Multiplicity: 1